{"formula": "C2HFO2S", "method": "wB97M-V/def2-TZVPD", "homo_energy_ev": [-10.48, -10.57], "orbital_gap_ev": [7.806, 8.094], "e_lumo_ev": [-2.68, -2.48], "total_charge": 0, "de_lowest_ev": 2.301, "species": ["C", "C", "O", "O", "F", "S", "H"], "xyz": [[0.23474, 1.09929, 0.00114], [0.26931, -0.23553, 0.23590], [0.43984, 1.71584, -1.14826], [-0.93687, -2.63658, -0.95040], [0.02945, -0.47099, 1.53018], [-0.15245, -1.32946, -1.09241], [0.11599, 1.85742, 1.42386]]}

=====

{"formula": "C2HFO2Tm", "method": "wB97M-V/def2-TZVPD", "homo_energy_ev": [-13.61, -13.71], "orbital_gap_ev": [7.273, 7.444], "e_lumo_ev": [-6.33, -6.27], "total_charge": 1, "spin_multiplicity": 3, "de_lowest_ev": 1.170, "species": ["C", "C", "O", "O", "H", "Tm", "F"], "xyz": [[0.41870, 0.54494, -0.34488], [-0.88575, 0.76856, -0.18760], [-1.77725, 1.57717, -0.02204], [0.88447, -0.83024, -0.15801], [0.00868, -1.42570, 0.20764], [2.69920, 0.52680, 0.15490], [-1.34805, -1.16152, 0.34999]]}

=====

{"formula": "C2HFOTl", "method": "wB97M-V/def2-TZVPD", "homo_energy_ev": -2.78, "orbital_gap_ev": 6.147, "e_lumo_ev": 3.37, "total_charge": -1, "species": ["H", "O", "C", "C", "Tl", "F"], "xyz": [[-3.59283, -2.33125, -0.28501], [-2.99281, -1.41589, 0.08066], [-0.50988, -1.07663, -0.25290], [-1.72469, -1.37066, -0.11155], [1.25899, 0.64615, 0.54703], [1.62554, -1.58783, 0.53803]]}

=====

{"formula": "C2HGdLiO2", "method": "wB97M-V/def2-TZVPD", "homo_energy_ev": [-24.27, -22.21], "orbital_gap_ev": [9.060, 5.874], "e_lumo_ev": [-15.20, -16.34], "total_charge": 3, "spin_multiplicity": 8, "de_lowest_ev": 0.000, "species": ["O", "C", "Gd", "Li", "H", "C", "O"], "xyz": [[0.23321, 1.42729, 0.40140], [-0.54748, 1.66690, -0.58526], [1.74499, 2.35676, 1.75273], [-0.71274, -0.85425, -0.02877], [-0.58002, 2.76013, -0.81202], [-0.17575, -3.12885, -0.32034], [0.03778, -4.22798, -0.40775]]}

=====

{"formula": "C2HHoO2", "method": "wB97M-V/def2-TZVPD", "homo_energy_ev": [-11.28, -12.74], "orbital_gap_ev": [5.387, 6.823], "e_lumo_ev": [-5.89, -5.91], "total_charge": 1, "spin_multiplicity": 6, "de_lowest_ev": 0.137, "species": ["O", "C", "C", "O", "H", "Ho"], "xyz": [[0.93604, -2.33141, -1.55733], [0.54119, -1.84707, -0.54681], [-0.72887, 1.26676, 0.17914], [0.29652, 1.56375, 0.84805], [-0.97903, 2.03215, -0.60097], [-0.06585, -0.68419, 1.67791]]}

=====

{"formula": "C2HI5", "method": "wB97M-V/def2-TZVPD", "homo_energy_ev": [-6.80, -9.01], "orbital_gap_ev": [5.958, 5.874], "e_lumo_ev": [-0.84, -3.14], "total_charge": 0, "spin_multiplicity": 3, "de_lowest_ev": 0.819, "species": ["C", "C", "I", "I", "I", "I", "I", "H"], "xyz": [[0.66104, 0.07442, -0.94758], [-0.56250, -0.17839, 0.94366], [1.82727, 1.82185, -0.81242], [-0.87483, -0.09799, -2.33397], [0.75916, 0.36034, 2.51948], [-2.37240, 1.04117, 0.81023], [-0.77032, -2.22669, 0.85107], [1.33258, -0.79470, -1.03045]]}

=====

{"formula": "C2HIN2O", "method": "wB97M-V/def2-TZVPD", "homo_energy_ev": [-20.15, -20.14], "orbital_gap_ev": [6.778, 6.773], "e_lumo_ev": [-13.37, -13.36], "total_charge": 2, "de_lowest_ev": 0.000, "smiles": "O=C=[N+]=C=[NH+]I", "species": ["O", "C", "N", "C", "N", "I", "H"], "xyz": [[-2.51485, 1.07091, 0.00980], [-1.44684, 1.33728, -0.16568], [-0.15091, 1.39140, -0.13063], [0.42739, 0.36564, 0.20723], [0.94172, -0.71375, 0.21634], [1.58265, -2.30148, -1.22487], [1.16085, -1.15000, 1.08780]]}

=====

{"formula": "C2HIN2O2", "method": "wB97M-V/def2-TZVPD", "homo_energy_ev": [-10.46, -9.24], "orbital_gap_ev": [8.538, 7.527], "e_lumo_ev": [-1.92, -1.71], "total_charge": 0, "de_lowest_ev": 3.438, "species": ["C", "C", "N", "N", "O", "O", "I", "H"], "xyz": [[-0.98945, 1.09179, 1.21328], [-0.76203, 0.20690, 0.12670], [-1.02599, 1.82535, 2.15461], [0.74831, 1.77164, -2.44738], [1.00954, 2.48939, -1.55580], [0.90832, 1.76605, -3.61868], [-2.30414, -0.46065, -1.07999], [0.09458, -0.45791, 0.00059]]}

=====

{"formula": "C2HIN3", "method": "wB97M-V/def2-TZVPD", "homo_energy_ev": -14.58, "orbital_gap_ev": 6.750, "e_lumo_ev": -7.83, "total_charge": 1, "de_lowest_ev": 0.657, "species": ["C", "C", "N", "N", "N", "I", "H"], "xyz": [[-0.71062, -0.58264, 0.00438], [0.60766, -0.65215, -0.00224], [-1.32642, 0.63147, 0.00389], [0.64728, 1.79221, -0.00325], [-0.41328, 1.44740, -0.00118], [2.50578, -1.14073, -0.00048], [-1.31040, -1.49557, -0.00111]]}

=====

{"formula": "C2HINO2", "method": "wB97M-V/def2-TZVPD", "homo_energy_ev": -4.09, "orbital_gap_ev": 7.725, "e_lumo_ev": 3.64, "total_charge": -1, "de_lowest_ev": 0.043, "species": ["C", "C", "N", "O", "O", "I", "H"], "xyz": [[1.26371, 0.59289, -1.12427], [-1.35432, 0.10965, -0.46861], [1.70795, 0.28882, -0.08332], [-0.85013, 1.15751, -0.50810], [-1.96168, -0.82903, -0.71737], [-0.45496, -1.17215, 2.07353], [1.64944, -0.14769, 0.82815]]}

=====

{"formula": "C2HLaO4", "method": "wB97M-V/def2-TZVPD", "homo_energy_ev": -17.77, "orbital_gap_ev": 6.232, "e_lumo_ev": -11.54, "total_charge": 2, "de_lowest_ev": 3.323, "species": ["O", "C", "H", "O", "C", "O", "O", "La"], "xyz": [[-4.87206, 0.54870, 0.04738], [-3.75171, 0.64368, -0.00930], [-0.09827, 0.13183, 0.22627], [0.48470, -1.58839, -0.21722], [1.45354, -0.86152, -0.00249], [2.63020, -0.74683, -0.46982], [0.97218, 0.41886, 0.27826], [3.18143, 1.45366, 0.14691]]}

=====

{"formula": "C2HN2O2", "method": "wB97M-V/def2-TZVPD", "homo_energy_ev": -3.34, "orbital_gap_ev": 7.549, "e_lumo_ev": 4.21, "total_charge": -1, "de_lowest_ev": 4.867, "species": ["C", "C", "N", "N", "O", "O", "H"], "xyz": [[0.85787, -1.12584, 0.09319], [1.31459, -2.45479, -0.20578], [0.07194, -2.12775, -0.47888], [0.81758, 0.09822, 0.40491], [1.70779, 0.93328, 0.79562], [2.12160, -3.36412, -0.11498], [-0.55677, 0.72961, 0.44362]]}

=====

{"formula": "C2HN3", "method": "wB97M-V/def2-TZVPD", "homo_energy_ev": -10.72, "orbital_gap_ev": 9.287, "e_lumo_ev": -1.43, "total_charge": 0, "de_lowest_ev": 2.488, "species": ["C", "C", "N", "N", "N", "H"], "xyz": [[0.73389, -0.57480, 2.46898], [1.23726, 0.05659, 0.72834], [1.87885, -0.19486, 1.83087], [-0.41076, -0.61338, 2.53936], [0.17383, -0.16806, 0.23182], [-0.42265, 0.51571, -0.11949]]}

=====

{"formula": "C2HN3O2", "method": "wB97M-V/def2-TZVPD", "homo_energy_ev": -10.21, "orbital_gap_ev": 8.327, "e_lumo_ev": -1.89, "total_charge": 0, "de_lowest_ev": 5.670, "smiles": "O=c1nncno1", "species": ["O", "C", "N", "N", "C", "N", "O", "H"], "xyz": [[-1.65250, -0.12971, -1.80123], [-0.78224, 0.01304, -1.04457], [-0.31832, -1.34261, -0.46443], [0.37441, -1.09864, 0.53183], [0.94844, 0.10531, 0.80907], [0.45081, 1.31249, 0.55675], [-0.66595, 1.23126, -0.35709], [1.64535, -0.09115, 1.76967]]}

=====

{"formula": "C2HN3O3", "method": "wB97M-V/def2-TZVPD", "homo_energy_ev": -10.43, "orbital_gap_ev": 9.200, "e_lumo_ev": -1.23, "total_charge": 0, "de_lowest_ev": 6.726, "smiles": "O=c1nnonc1O", "species": ["O", "C", "N", "N", "O", "N", "C", "O", "H"], "xyz": [[1.09572, 1.64375, 0.13747], [0.16930, 0.87452, -0.09239], [-1.15782, 1.32389, -0.07628], [-2.02924, 0.51314, -0.13696], [-1.84769, -0.85107, 0.02214], [-0.61846, -1.37653, 0.20484], [0.36228, -0.51608, -0.07862], [1.56496, -1.12248, -0.20256], [2.46095, -0.48913, 0.22238]]}

=====

{"formula": "C2HN3O3", "method": "wB97M-V/def2-TZVPD", "homo_energy_ev": -10.36, "orbital_gap_ev": 8.695, "e_lumo_ev": -1.67, "total_charge": 0, "de_lowest_ev": 5.785, "smiles": "O=c1nnnc(O)o1", "species": ["O", "C", "N", "N", "N", "C", "O", "O", "H"], "xyz": [[2.59526, -0.82182, -0.37606], [1.57409, -0.20122, -0.00541], [1.27962, 1.05026, 0.16822], [0.18554, 1.62151, 0.11432], [-0.88063, 1.02910, -0.30436], [-0.77649, -0.37161, 0.08565], [-1.92423, -0.95649, -0.21605], [0.37767, -1.14158, 0.46616], [-2.43083, -0.20816, 0.06754]]}

=====

{"formula": "C2HN3OS", "method": "wB97M-V/def2-TZVPD", "homo_energy_ev": -11.19, "orbital_gap_ev": 10.077, "e_lumo_ev": -1.11, "total_charge": 0, "de_lowest_ev": 2.615, "smiles": "N#CS(=N)(=O)C#N", "species": ["N", "C", "S", "N", "O", "C", "N", "H"], "xyz": [[0.06497, -0.03127, -2.53282], [-0.20848, 0.14254, -1.41379], [-0.53163, 0.01609, 0.33187], [0.34885, -1.25817, 0.87992], [-1.93184, 0.35864, 0.53237], [0.54720, 1.17922, 0.82343], [1.51121, 1.74208, 0.99072], [0.19972, -2.14913, 0.38830]]}

=====

{"formula": "C2HN5O", "method": "wB97M-V/def2-TZVPD", "homo_energy_ev": [-21.89, -21.86], "orbital_gap_ev": [5.454, 5.429], "e_lumo_ev": [-16.43, -16.43], "total_charge": 2, "de_lowest_ev": 2.902, "species": ["C", "C", "N", "N", "N", "N", "N", "O", "H"], "xyz": [[0.70831, -0.81094, 1.64667], [1.09434, -0.43859, 0.39225], [0.37765, -0.81784, 2.74388], [-1.69196, 0.86721, -0.55001], [-2.55700, 1.53966, -0.71448], [-0.90856, -0.00356, -0.67771], [1.77783, 0.02607, -0.46935], [2.43975, 0.54729, -1.21892], [-1.24037, -0.90931, -1.15231]]}

=====

{"formula": "C2HNO2", "method": "wB97M-V/def2-TZVPD", "homo_energy_ev": -10.34, "orbital_gap_ev": 10.325, "e_lumo_ev": -0.02, "total_charge": 0, "de_lowest_ev": 4.971, "smiles": "O=c1c[n+]1[O-]", "species": ["O", "C", "C", "N", "O", "H"], "xyz": [[1.43175, -0.08211, -2.73607], [0.58401, -0.01319, -1.89172], [0.32095, 0.05525, -0.50407], [-0.66522, 0.14571, -1.43139], [-1.76857, 0.21647, -1.76071], [0.32575, -0.10642, 0.49391]]}

=====

{"formula": "C2HNO2", "method": "wB97M-V/def2-TZVPD", "homo_energy_ev": -10.09, "orbital_gap_ev": 8.941, "e_lumo_ev": -1.15, "total_charge": 0, "de_lowest_ev": 2.664, "species": ["C", "C", "N", "O", "O", "H"], "xyz": [[0.80730, -0.47932, 1.08294], [-0.74106, 0.40657, -0.90900], [1.85398, -0.87993, 1.25657], [0.14689, 0.28272, -1.66366], [-0.28729, 0.05389, 0.91831], [-1.77983, 0.61606, -0.68516]]}